Record 1
Formula: C27H34BMnN11O2
Source: the OMol25 dataset
Level of theory: the ωB97M-V functional and the def2-TZVPD basis

Cartesian coordinates (Å):
Mn  0.227273  0.568198  0.042325
C  3.162728  1.075181  -1.891848
C  2.016196  0.277993  -2.411914
C  1.881271  -0.357116  -3.640846
C  0.607333  -0.898541  -3.645367
N  0.012973  -0.616552  -2.483621
N  0.871865  0.107420  -1.725939
B  -1.493193  -0.819069  -2.100110
N  -1.590841  -1.670737  -0.817414
C  -2.483149  -2.589951  -0.421641
C  -2.250152  -2.887078  0.903550
C  -1.192298  -2.058312  1.283739
C  -0.514647  -2.008538  2.611891
N  -0.810580  -1.314673  0.238458
N  -2.011490  0.608405  -1.728692
C  -3.124374  1.245775  -2.087829
C  -3.151380  2.484632  -1.469184
C  -1.986740  2.555246  -0.721778
C  -1.501924  3.694228  0.107550
N  -1.301280  1.405476  -0.878781
N  -2.205310  -1.419399  -3.262858
C  -2.358348  -2.724306  -3.627254
C  -2.827987  -2.746975  -4.908819
C  -2.919049  -1.385998  -5.290993
C  -3.367704  -0.824694  -6.599268
N  -2.527158  -0.599361  -4.305689
H  4.088724  0.503592  -1.953101
H  3.295943  1.971681  -2.497669
H  3.014643  1.386233  -0.859188
H  2.610230  -0.401353  -4.431023
H  0.080227  -1.450082  -4.407147
H  -3.226129  -2.976240  -1.098034
H  -2.769034  -3.608361  1.510634
H  0.091697  -2.904080  2.758373
H  0.131218  -1.138751  2.708477
H  -1.252481  -1.986428  3.413322
H  -3.807133  0.790929  -2.783491
H  -3.899861  3.250096  -1.575810
H  -1.771502  4.633515  -0.371642
H  -1.966950  3.690411  1.095658
H  -0.418682  3.689275  0.210665
H  -2.093480  -3.537505  -2.972072
H  -3.074728  -3.613524  -5.497737
H  -3.827344  -1.597031  -7.211823
H  -4.091143  -0.024895  -6.449027
H  -2.524012  -0.410443  -7.151670
O  1.501020  2.377056  0.980631
N  1.161346  2.770135  2.070225
N  0.033406  2.109551  2.518476
O  -0.487619  1.174710  1.820035
C  -0.524296  2.510522  3.715553
C  0.116863  3.495927  4.501716
C  -0.473722  3.872285  5.682131
C  -1.679058  3.290115  6.083055
C  -2.306378  2.314971  5.297430
C  -1.737886  1.914944  4.115332
H  1.048383  3.935096  4.180262
H  -0.002838  4.621354  6.302722
H  -2.135914  3.597758  7.014267
H  -3.240866  1.880263  5.622996
H  -2.200109  1.170126  3.484547
C  3.978468  -3.044363  0.814691
C  4.060211  -1.665456  1.489147
C  5.270954  -0.870175  0.977479
C  4.095432  -1.799264  3.020149
C  2.846092  -0.923848  1.131745
N  1.896733  -0.348380  0.845865
H  4.889239  -3.593811  1.050666
H  3.904647  -2.953808  -0.268768
H  3.127308  -3.617215  1.181780
H  6.175114  -1.390586  1.291271
H  5.296154  0.137335  1.392239
H  5.274641  -0.809725  -0.110715
H  5.006260  -2.330042  3.294632
H  3.243400  -2.369966  3.389032
H  4.110774  -0.823803  3.506050

Forces on atoms 1 to 2 (eV/Å):
Mn 0.038 -0.266 -0.074
C 0.004 0.019 0.005

Charge: +2
LUMO energy (spin up / spin down), eV: -7.2 / -9.2
Frontier orbital gap (spin up / spin down), eV: 6.31 / 4.34
2S+1: 6


Record 2
Formula: C27H34BrN6O4S4W
Source: the OMol25 dataset
Level of theory: the ωB97M-V functional and the def2-TZVPD basis

Cartesian coordinates (Å):
W  1.446444  0.481190  -0.211741
C  2.959786  -1.425359  -2.683805
C  3.390645  -0.059843  -3.175626
S  3.229284  1.197969  -1.865035
C  2.367636  2.564401  -2.716167
C  1.018819  2.176293  -3.291534
S  -0.119925  1.455986  -2.055054
C  -0.812188  0.039414  -2.941269
C  0.209734  -1.005143  -3.340863
S  1.300946  -1.463929  -1.946590
H  3.620153  -1.798613  -1.900419
H  2.979522  -2.155367  -3.495044
H  2.820799  0.263421  -4.043494
H  4.441648  -0.078786  -3.464484
H  3.027270  2.939597  -3.500118
H  2.278937  3.343818  -1.957873
H  1.115392  1.487834  -4.128485
H  0.521829  3.071938  -3.667164
H  -1.331759  0.427293  -3.819814
H  -1.576425  -0.350747  -2.267361
H  0.843088  -0.672523  -4.161499
H  -0.285733  -1.924378  -3.654772
Br  -0.027925  -6.823118  1.632077
C  0.675238  -5.100428  1.419441
C  1.634111  -4.860637  0.442670
C  2.150776  -3.585940  0.277035
C  1.698427  -2.552858  1.085060
C  0.768843  -2.796468  2.086913
C  0.253710  -4.072239  2.253737
N  2.253597  -1.205238  0.954402
C  3.254209  -0.978706  1.728007
C  3.777459  0.364080  1.797363
C  4.887192  0.696540  2.543060
C  5.312287  2.022697  2.569220
C  4.588033  2.949761  1.844972
C  3.472665  2.543179  1.123995
N  3.054226  1.269841  1.089108
H  1.988010  -5.673468  -0.176413
H  2.925006  -3.422267  -0.462054
H  0.456161  -1.994170  2.744204
H  -0.463475  -4.272930  3.037918
H  3.663036  -1.771346  2.348621
H  5.409890  -0.071510  3.098237
H  6.180605  2.314945  3.144290
H  4.859208  3.996343  1.833154
H  2.885193  3.270712  0.585488
N  0.370615  3.426855  0.659217
C  0.725869  2.371225  0.352404
C  -6.696540  2.057598  -0.413507
C  -5.245569  2.387935  -0.736852
S  -4.108787  1.173873  -0.138490
O  -4.567004  -0.149198  -0.480415
O  -2.754125  1.526148  -0.541097
C  -4.137002  1.312996  1.654542
C  -3.591158  0.035604  2.291502
N  -2.361007  -0.437913  1.620435
C  -1.189829  0.218342  1.625291
N  -0.363401  -0.303380  0.690066
C  -1.057020  -1.353338  0.107779
C  -2.272876  -1.423120  0.665402
N  -3.254201  -2.454591  0.379283
O  -4.095107  -2.682780  1.213331
O  -3.084232  -3.029176  -0.671535
C  -0.867384  1.259384  2.631460
H  -7.335883  2.789855  -0.903130
H  -6.901531  2.110634  0.655270
H  -6.964072  1.068295  -0.777691
H  -4.912294  3.348460  -0.338906
H  -5.051769  2.390992  -1.812825
H  -5.165237  1.456358  1.986774
H  -3.567036  2.206746  1.906421
H  -4.311842  -0.769882  2.209822
H  -3.367641  0.193318  3.344674
H  -0.633782  -2.061600  -0.578333
H  -1.243041  0.947256  3.606094
H  -1.306928  2.223534  2.375929
H  0.207427  1.398331  2.704788

Forces on atoms 1 to 2 (eV/Å):
W -0.300 -0.562 0.049
C -0.007 -0.014 -0.058

Energy relative to the best compared isomer or geometry (same formula, charge and spin), kJ/mol: 12.1
Charge: +3
LUMO energy (spin up / spin down), eV: -9.6 / -10.6
Frontier orbital gap (spin up / spin down), eV: 6.50 / 5.47
2S+1: 3


Record 3
Formula: C27H34F8NbO26
Source: the OMol25 dataset
Level of theory: the ωB97M-V functional and the def2-TZVPD basis

Cartesian coordinates (Å):
O  1.786280  1.156103  3.439725
C  0.998644  0.817766  2.635505
O  0.519917  1.650343  1.687846
C  0.498199  -0.624014  2.602924
C  0.412846  -1.238192  1.169645
Nb  2.471202  -1.242516  0.183929
H  0.762378  1.291256  0.812168
H  1.209971  -1.214972  3.179758
H  -0.459958  -0.650399  3.149131
H  0.089467  -2.274687  1.304834
H  -0.353603  -0.758559  0.552583
H  2.284688  0.489454  -0.443719
H  3.317970  -0.530393  1.652490
H  2.693172  -2.950316  0.824590
H  1.706115  -1.873179  -1.362493
H  4.133436  -1.406633  -0.564285
C  4.664726  2.042455  4.656667
C  5.344706  0.934671  5.414594
O  6.676946  0.992738  4.918288
C  6.897216  2.291813  4.563062
O  7.975845  2.752294  4.364861
O  5.740176  2.980568  4.478523
F  4.819447  -0.272551  5.117731
H  4.296677  1.715961  3.682872
H  3.842669  2.489410  5.208983
H  5.355846  1.066521  6.499393
C  -0.938894  -1.077233  -4.056328
C  -2.295114  -1.716169  -3.920638
O  -2.087204  -2.685817  -2.916832
C  -1.076308  -2.203204  -2.116683
O  -0.833351  -2.621929  -1.036604
O  -0.427487  -1.185004  -2.727589
F  -2.672969  -2.346210  -5.070329
H  -0.290776  -1.621224  -4.741332
H  -0.995356  -0.047347  -4.367775
H  -3.087952  -1.033086  -3.607368
C  -4.381557  -3.337588  1.348075
C  -3.751213  -2.766169  2.586232
O  -2.885010  -1.775858  2.065545
C  -3.443697  -1.348127  0.899846
O  -3.134384  -0.351239  0.333826
O  -4.406007  -2.202490  0.475811
F  -3.012612  -3.695763  3.248227
H  -3.770928  -4.125242  0.900542
H  -5.387118  -3.719137  1.532845
H  -4.457639  -2.305934  3.279692
C  0.779973  2.085802  -8.326046
C  -0.585568  1.461349  -8.221028
O  -0.400817  0.479871  -7.216568
C  0.595271  0.943527  -6.398076
O  0.826123  0.515559  -5.319432
O  1.270689  1.963577  -6.988265
F  -0.946141  0.847212  -9.374746
H  1.436148  1.537535  -9.004017
H  0.742765  3.124082  -8.639418
H  -1.376174  2.150487  -7.916648
C  -8.270121  -6.587371  4.079019
C  -6.800716  -6.765650  4.359878
O  -6.203945  -5.833789  3.475692
C  -7.108635  -4.830143  3.299640
O  -6.848450  -3.768223  2.838497
O  -8.341072  -5.203405  3.726325
F  -6.380136  -8.011996  4.039208
H  -8.604700  -7.195432  3.237000
H  -8.894843  -6.803623  4.942571
H  -6.503904  -6.535673  5.384904
C  -5.506634  2.353201  3.209326
C  -5.528723  1.433537  2.017875
O  -6.857035  1.577867  1.539906
C  -7.258698  2.834823  1.882773
O  -8.201905  3.388102  1.425583
O  -6.429523  3.373103  2.816068
F  -5.327620  0.144211  2.380909
H  -5.869716  1.863688  4.114940
H  -4.520471  2.768947  3.402169
H  -4.824130  1.699346  1.228047
C  -0.056059  7.296919  -10.191072
C  0.940913  6.751241  -9.203137
O  0.748776  5.349400  -9.309912
C  0.319899  5.117499  -10.589895
O  0.314525  4.055471  -11.112883
O  -0.089536  6.267063  -11.181632
F  0.649256  7.140079  -7.940548
H  -1.048234  7.414293  -9.752397
H  0.254396  8.245018  -10.623919
H  1.981081  6.994396  -9.427679
C  9.475003  -0.232187  5.805695
C  10.770407  -0.859998  5.366701
O  11.643065  -0.557521  6.443689
C  10.863451  -0.466654  7.561234
O  11.279588  -0.486832  8.671984
O  9.552963  -0.359560  7.232584
F  11.250044  -0.284073  4.238105
H  9.411863  0.823546  5.537096
H  8.602351  -0.746613  5.412804
H  10.725555  -1.942179  5.228327

Forces on atoms 1 to 2 (eV/Å):
O 1.362 1.634 2.047
C -0.943 -2.341 -1.180

Charge: -1
LUMO energy, eV: 1.4
Frontier orbital gap, eV: 6.07


Max |F| per entry: 0.3 0.6 3.0 eV/Å